(1)
The following is a quantum chemistry calculation of a cluster of 7 separate species, C43H82INO9 in total, from the Open Molecules 2025 dataset.

```
136
Properties=species:S:1:pos:R:3:forces:R:3
C 4.718768 -0.119122 4.982480 -0.141 -0.192 0.007
O 4.353654 0.806860 3.983832 0.292 0.057 0.186
C 5.161399 0.834521 2.823364 -0.200 0.137 -0.446
C 4.635526 -0.055600 1.700978 0.598 -0.118 -0.219
C 5.073161 -1.531452 1.806286 -0.373 0.012 0.430
C 3.957394 -2.568831 1.642432 0.058 -0.046 -0.389
C 3.081211 -2.385146 0.397736 -0.212 -0.047 0.124
C 1.702854 -3.049476 0.516756 0.260 -0.306 -0.169
C 1.725340 -4.508595 1.028613 -0.327 0.028 0.119
C 0.973673 -4.747009 2.357915 -0.175 -0.087 0.165
C -0.273345 -5.635943 2.203009 0.110 -0.001 -0.523
C -1.500081 -4.824014 1.787826 0.087 0.314 0.136
C -2.139575 -4.078779 2.966168 -0.012 0.116 -0.134
C -3.586013 -3.626063 2.750072 0.268 0.113 0.800
C -4.104318 -3.317585 1.361427 -0.208 -0.307 0.172
O -3.551663 -3.303203 0.303262 -0.044 -0.363 -0.016
O -5.393825 -2.896503 1.530892 0.382 0.812 -0.422
C -5.409779 -2.067266 2.726084 0.580 0.041 1.697
N -5.902347 -0.759054 2.446681 -1.442 -0.786 -1.311
C -5.541855 -0.108011 1.408240 0.589 0.072 0.212
C -4.107605 0.086987 0.961003 -0.095 -0.066 -0.401
C -6.570621 0.583343 0.572059 -0.177 0.867 0.974
C -3.993235 -2.264461 3.345454 0.199 -0.161 -0.993
I -3.962154 -2.121146 5.443735 0.023 0.014 0.106
H 5.739433 -0.489957 4.848163 0.021 0.071 0.005
H 4.649461 0.362266 5.959601 -0.014 0.047 -0.027
H 4.040951 -0.980053 4.982830 0.040 -0.027 -0.027
H 5.168554 1.868168 2.472384 -0.078 0.068 0.141
H 6.203873 0.565167 3.044607 -0.047 -0.027 0.170
H 5.054403 0.354181 0.775706 -0.209 0.044 -0.070
H 3.552240 0.050606 1.633990 -0.005 0.034 0.130
H 5.499036 -1.676607 2.803150 0.126 -0.122 -0.076
H 5.874051 -1.748985 1.095810 -0.014 0.086 -0.047
H 3.320193 -2.593907 2.532714 0.022 0.145 0.020
H 4.433711 -3.549771 1.567568 -0.061 -0.045 0.237
H 2.916597 -1.322702 0.209055 0.056 -0.010 -0.091
H 3.582911 -2.790687 -0.486441 0.143 0.059 0.054
H 1.254808 -3.054029 -0.479611 -0.139 0.196 0.063
H 1.059168 -2.447593 1.163076 0.020 0.028 -0.008
H 1.255331 -5.140572 0.271856 0.107 -0.044 -0.031
H 2.747463 -4.871244 1.138806 0.034 0.067 -0.116
H 1.632299 -5.191080 3.106797 0.095 0.049 -0.055
H 0.650706 -3.781834 2.758857 0.128 -0.018 0.140
H -0.459073 -6.234429 3.098213 -0.103 0.121 0.059
H -0.067428 -6.341576 1.392166 0.025 -0.167 0.157
H -1.169561 -4.082249 1.055919 -0.132 -0.094 -0.148
H -2.250088 -5.431970 1.278830 0.056 -0.153 0.104
H -2.139515 -4.744214 3.832725 0.007 0.080 0.063
H -1.531341 -3.214259 3.247882 0.051 -0.026 -0.041
H -4.242247 -4.347689 3.246667 -0.173 -0.185 -0.508
H -6.120675 -2.524800 3.417185 -0.050 -0.053 -0.111
H -4.076999 0.818984 0.155483 -0.012 -0.035 -0.029
H -3.543751 0.498676 1.800121 0.091 -0.152 0.012
H -3.636219 -0.824794 0.588588 0.005 -0.009 0.125
H -6.428444 1.668313 0.627871 0.079 -0.004 -0.300
H -6.447865 0.285426 -0.468261 0.056 -0.014 0.006
H -7.564511 0.368200 0.955841 -0.009 -0.177 -0.116
H -3.284117 -1.542653 2.938880 -0.116 0.275 0.326
C 7.706418 4.898497 3.267530 0.050 -0.068 -0.049
C 7.274699 5.786815 2.102831 -0.046 0.042 0.080
C 6.085586 5.011631 1.553624 -0.073 -0.090 -0.079
O 5.490299 4.339962 2.672433 -0.022 0.053 0.033
C 6.364033 4.406599 3.796600 -0.021 0.042 0.015
H 8.293316 5.416617 4.025207 -0.013 0.016 0.000
H 8.294686 4.056661 2.893545 -0.011 -0.008 0.000
H 6.956872 6.764080 2.473851 0.005 0.004 -0.005
H 8.052664 5.943062 1.356255 0.002 -0.033 -0.007
H 6.408428 4.259196 0.834935 -0.002 0.132 -0.016
H 5.338945 5.655547 1.085142 -0.048 -0.004 0.074
H 5.945191 5.105198 4.529729 0.043 -0.004 0.028
H 6.423619 3.419167 4.258483 -0.044 -0.007 -0.008
C -3.690294 1.553739 -4.009330 -0.139 -0.010 0.116
C -4.693774 2.701363 -4.100440 0.074 0.057 0.049
C -5.729942 2.290341 -3.063149 -0.054 -0.059 -0.058
O -5.022003 1.565591 -2.052880 0.081 -0.005 -0.043
C -3.701786 1.257178 -2.516378 0.041 0.079 -0.032
H -2.700514 1.802740 -4.384282 0.000 -0.017 -0.020
H -4.053268 0.694418 -4.571703 0.033 -0.006 -0.021
H -4.218412 3.641112 -3.809222 -0.017 0.008 0.004
H -5.122560 2.830256 -5.093216 0.000 -0.028 -0.006
H -6.488050 1.631875 -3.500421 -0.007 0.022 -0.023
H -6.235892 3.139272 -2.601158 0.009 -0.014 0.039
H -2.986114 1.889664 -1.978070 0.029 -0.018 -0.017
H -3.479680 0.213538 -2.287683 -0.034 -0.005 0.030
C -1.378150 0.102892 -8.668218 0.064 -0.017 0.051
C -1.971473 -1.259144 -8.313990 -0.071 0.024 -0.039
C -2.300197 -1.075966 -6.837906 0.070 -0.004 0.020
O -2.615789 0.307260 -6.665354 0.041 -0.029 -0.089
C -2.242596 1.039466 -7.833876 -0.064 -0.021 -0.052
H -1.412109 0.334858 -9.731545 -0.020 -0.010 -0.003
H -0.337720 0.155182 -8.340542 0.000 0.012 0.001
H -2.885175 -1.430195 -8.887008 -0.005 -0.008 0.009
H -1.295976 -2.093949 -8.493871 0.018 0.011 0.007
H -1.439402 -1.321477 -6.206648 0.001 -0.037 -0.013
H -3.149624 -1.677483 -6.511306 -0.017 0.028 0.017
H -3.151198 1.325661 -8.374661 0.023 0.018 -0.029
H -1.720420 1.948411 -7.531885 -0.011 -0.004 0.035
C -2.659978 4.958044 2.849338 -0.072 -0.037 -0.033
C -3.245434 4.764984 4.246774 0.071 0.022 0.027
C -3.272470 3.246141 4.360176 -0.062 -0.020 -0.051
O -2.172261 2.766337 3.584996 -0.036 -0.050 -0.032
C -1.644591 3.824124 2.783733 0.061 0.046 0.050
H -2.208339 5.936379 2.691912 0.009 0.001 0.021
H -3.437037 4.815342 2.094929 0.007 -0.004 -0.008
H -2.573931 5.189189 4.996260 -0.002 -0.009 0.007
H -4.228899 5.213772 4.378050 -0.008 -0.007 -0.021
H -4.200689 2.834753 3.947774 -0.024 0.017 0.029
H -3.165061 2.890494 5.385341 0.023 -0.026 -0.009
H -0.679389 4.132060 3.199571 0.004 0.024 -0.033
H -1.480539 3.454903 1.770372 -0.005 -0.035 0.010
C -5.583374 -4.269023 -3.686884 0.010 0.080 -0.016
C -5.761566 -3.857987 -2.226726 -0.034 -0.048 -0.024
C -6.747956 -2.705465 -2.352753 0.072 0.050 -0.030
O -7.561549 -2.992280 -3.494679 -0.005 0.013 -0.013
C -6.989660 -4.067747 -4.238106 -0.020 -0.051 0.060
H -5.220869 -5.288067 -3.816127 -0.013 -0.007 0.010
H -4.883275 -3.592226 -4.183135 0.002 -0.003 -0.006
H -6.207994 -4.677877 -1.658838 -0.010 0.011 0.010
H -4.839337 -3.565700 -1.731466 0.001 -0.004 0.002
H -6.224750 -1.756752 -2.524526 0.013 0.001 0.041
H -7.388198 -2.592191 -1.477303 -0.025 0.001 -0.018
H -7.602844 -4.964104 -4.090770 0.025 -0.022 -0.027
H -7.003048 -3.812377 -5.298944 -0.024 0.024 0.004
C 10.098903 2.433618 -0.899401 -0.005 -0.046 0.076
C 9.034403 1.512814 -1.492254 -0.005 0.057 -0.064
C 7.816010 1.870416 -0.651285 0.009 -0.047 0.070
O 7.963931 3.247683 -0.295690 0.160 -0.111 -0.096
C 9.288526 3.688690 -0.602325 0.001 0.009 -0.076
H 10.938447 2.623612 -1.566174 -0.013 -0.001 -0.019
H 10.488729 2.006794 0.027179 0.005 0.014 0.005
H 8.859540 1.767833 -2.539557 -0.013 -0.005 0.000
H 9.287077 0.455126 -1.437260 0.010 0.002 0.021
H 7.777056 1.273304 0.266858 -0.002 -0.031 -0.020
H 6.874150 1.741613 -1.186053 -0.014 0.035 0.015
H 9.245202 4.349360 -1.474737 0.042 0.004 0.001
H 9.678504 4.257995 0.242978 -0.037 0.001 0.019
```
Forces are in eV/Å.

- E_HOMO (eV) = -8.35
- spin multiplicity = 1
- charge = 0
- SMILES string = COCCCCCCCCCCC[C@@H]1C(=O)O[C@H](N=C(C)C)[C@H]1I.C1CCOC1.C1CCOC1.C1CCOC1.C1CCOC1.C1CCOC1.C1CCOC1



(2)
The following is a quantum chemistry calculation of a cluster of 13 separate species, C43H87N9O17 in total, from the Open Molecules 2025 dataset.

```
156
Properties=species:S:1:pos:R:3:forces:R:3
O -0.831568 0.984470 -3.793308 1.239 1.452 2.015
C -1.098319 0.258184 -4.666738 -1.157 -2.211 -2.172
O -0.659086 -1.043314 -4.763738 0.457 1.027 1.548
C -1.349983 -1.760956 -5.761066 0.395 0.144 -0.926
C -2.589197 -0.932725 -6.060516 -0.469 0.059 -1.238
C -2.070395 0.504628 -5.799303 -1.053 -0.499 0.594
H -1.622671 -2.738538 -5.390541 0.299 -0.288 0.094
H -0.624406 -1.847026 -6.601249 -0.818 -0.202 0.246
H -3.411775 -1.236720 -5.395115 0.294 0.351 -0.013
H -2.938162 -1.164731 -7.102106 0.261 0.570 0.866
H -2.781842 1.283856 -5.481858 0.074 -0.544 -0.182
H -1.547700 0.885913 -6.648636 0.506 0.225 -0.688
O 2.327627 -3.690107 0.295272 1.535 0.243 -1.581
C 1.478684 -3.808028 1.103109 -1.168 -0.326 1.345
O 1.039787 -2.779377 1.828377 -1.412 -0.208 1.444
C -0.070615 -3.234927 2.751717 -0.425 1.906 -1.325
C -0.132171 -4.750079 2.666247 -0.093 0.427 -0.490
C 0.722445 -5.061762 1.453896 1.472 -0.947 0.383
H -0.981921 -2.657309 2.444839 0.710 -0.858 -0.228
H 0.126935 -2.804018 3.715746 0.558 -0.171 0.534
H -1.116250 -5.145797 2.484017 -0.607 0.176 0.201
H 0.230675 -5.164447 3.590391 0.347 -0.385 0.186
H 0.177497 -5.283562 0.544510 -0.329 -0.429 -0.017
H 1.471529 -5.869647 1.674334 -0.741 0.639 -0.546
O 5.563024 3.798684 -0.308898 0.158 -0.324 0.669
C 4.610112 3.930948 0.436731 1.341 0.002 -4.158
O 4.693941 4.136567 1.692924 -0.783 -0.307 2.661
C 3.326280 4.244252 2.218783 0.128 -0.928 1.916
C 2.463370 4.607855 1.063197 -0.584 0.968 -0.029
C 3.226551 4.030611 -0.107514 -0.642 0.803 0.408
H 3.414991 4.909970 3.072259 -0.244 0.470 -0.280
H 2.892784 3.320485 2.682306 1.192 0.184 -0.598
H 2.355653 5.680268 1.019967 0.066 0.499 -0.320
H 1.477964 4.216352 1.243309 -0.367 -0.248 -0.188
H 3.229375 4.602827 -1.033153 0.029 0.110 0.144
H 2.840348 3.074689 -0.338555 -0.249 -1.339 -0.357
O -7.136009 0.499733 -0.504742 -0.411 0.099 0.078
C -6.139950 0.664851 -1.142527 0.796 -0.367 0.385
O -6.088441 1.418556 -2.258604 0.719 -0.196 0.370
C -4.706164 1.592683 -2.681828 0.201 0.472 1.390
C -3.811214 0.572491 -1.888150 -1.154 2.359 1.689
C -4.780880 -0.018489 -0.852739 -0.691 -0.555 -1.203
H -4.421583 2.640100 -2.476321 -0.167 -0.530 -0.062
H -4.696863 1.410450 -3.725535 0.061 -0.183 -1.046
H -3.015760 1.093968 -1.325457 -0.236 -0.141 -0.547
H -3.383075 -0.061914 -2.585355 0.834 -1.693 -0.994
H -4.464550 0.065381 0.179838 -0.024 0.361 0.058
H -5.003449 -1.093252 -0.998053 0.240 0.375 -0.047
C -3.428026 3.176470 2.529907 -0.601 -0.334 0.291
O -3.248418 4.366255 2.621377 -0.044 1.616 0.478
N -4.413046 2.490703 3.129070 0.022 -0.963 -0.419
C -5.376838 3.110937 3.936353 -1.000 1.457 1.450
C -4.662087 1.088493 2.906419 0.454 -0.118 -1.527
H -2.749355 2.591544 1.969510 0.725 -1.278 -0.845
H -5.743549 2.450198 4.727434 0.246 -0.292 -0.161
H -6.286320 3.426631 3.398283 0.412 0.181 -0.031
H -4.907920 3.951153 4.470824 -0.391 0.075 -0.428
H -4.733557 0.593664 3.863270 -0.384 -0.353 0.131
H -5.507968 0.919257 2.201571 -0.001 0.122 0.915
H -3.822072 0.668564 2.368805 0.481 -0.080 0.063
C 2.224084 -3.110142 -5.257742 -1.972 -0.379 4.171
O 1.058799 -3.450850 -5.089035 -0.121 -0.214 -0.626
N 3.017821 -2.857269 -4.185083 0.948 1.166 -1.053
C 4.364487 -2.342813 -4.463034 -0.130 0.095 0.705
C 2.586941 -2.882083 -2.784644 0.814 -0.839 0.333
H 2.624863 -2.983929 -6.203706 1.270 0.292 -2.017
H 4.431602 -1.965734 -5.473312 0.027 -0.240 -0.415
H 5.132396 -3.098689 -4.266581 -0.057 0.119 -0.124
H 4.556101 -1.477960 -3.828557 0.035 -0.087 0.174
H 1.805185 -2.201634 -2.454784 -0.406 0.020 -0.853
H 2.347539 -3.925447 -2.530365 -0.200 0.464 0.177
H 3.417896 -2.556095 -2.137130 -0.033 -0.399 -0.538
C 7.707692 -2.966173 0.659568 1.566 -2.200 0.594
O 7.857226 -4.099893 0.168539 -1.036 1.874 0.165
N 6.650033 -2.176451 0.735631 -1.507 -0.435 -0.862
C 6.676250 -0.926330 1.446742 -1.525 0.921 -0.760
C 5.361484 -2.649752 0.186001 -0.126 0.990 0.081
H 8.513448 -2.565117 1.276894 0.593 0.350 -0.094
H 7.618143 -0.762406 1.922842 0.728 0.142 0.046
H 5.917207 -0.948534 2.243575 0.104 0.102 -0.192
H 6.408500 -0.074051 0.736534 0.482 -0.927 0.976
H 4.616502 -1.811300 0.209086 0.685 -0.901 0.211
H 5.486397 -2.901063 -0.861205 0.085 -0.183 -0.134
H 5.022534 -3.539448 0.725301 -0.072 0.269 -0.059
C -0.321451 3.399518 3.976486 -0.311 -0.100 0.104
O 0.745663 3.520286 3.390950 0.015 -0.168 0.306
N -0.588200 2.570146 5.003618 2.692 -1.699 0.508
C -1.887971 2.287130 5.479145 -1.648 1.040 0.294
C 0.460201 1.689284 5.604209 0.484 -0.665 -1.339
H -1.206995 3.989078 3.717774 -0.064 0.151 -0.207
H -1.897344 2.440332 6.567346 -0.123 -0.404 -0.129
H -2.303150 1.292887 5.197697 0.468 0.609 0.118
H -2.502735 3.109360 5.082523 -0.354 -0.526 0.062
H 1.473778 2.140531 5.520371 -0.842 -0.146 0.005
H 0.229483 1.472801 6.648113 -0.113 0.392 -0.043
H 0.509357 0.654566 5.111116 -0.229 1.426 0.357
C -2.277599 -4.840686 -1.043818 0.568 -0.115 0.683
O -2.819444 -4.223748 -0.133273 -0.398 -0.615 -0.387
N -1.225006 -4.377237 -1.722423 0.139 -0.971 -0.601
C -0.594113 -5.201892 -2.752742 0.236 0.199 -0.285
C -0.826710 -3.021248 -1.577637 -1.425 1.510 -1.140
H -2.479272 -5.888314 -1.354436 -0.521 0.282 0.319
H -0.310191 -4.572638 -3.600861 0.176 0.005 0.197
H -1.283830 -5.942260 -3.158819 -0.130 -0.034 0.293
H 0.301367 -5.727559 -2.380545 -0.254 0.281 -0.071
H -1.193159 -2.421573 -2.445418 0.124 -0.311 0.390
H -1.258494 -2.570512 -0.702417 -0.203 -0.067 0.490
H 0.206255 -2.862221 -1.580841 1.639 -0.280 0.220
C -2.931670 -2.022495 4.566039 0.480 -0.435 1.863
O -2.249783 -1.015472 4.444908 -0.163 -0.021 -0.239
N -3.571983 -2.689037 3.607003 -0.786 -0.778 0.290
C -3.590347 -2.281635 2.213037 0.516 1.042 0.440
C -4.324419 -3.903088 3.913725 -1.304 -0.125 -0.775
H -3.024648 -2.532097 5.613791 -0.042 0.638 -1.512
H -4.621235 -2.175790 1.839718 0.288 0.167 0.234
H -3.122856 -3.078186 1.667203 0.248 -0.118 -0.676
H -3.005625 -1.324793 2.149032 -0.617 -0.906 -0.255
H -4.333952 -4.107741 5.010113 0.073 0.030 -0.998
H -5.384265 -3.777441 3.520017 0.972 0.099 0.854
H -3.998138 -4.769766 3.288843 0.376 0.525 0.773
C 4.615574 0.910354 -2.086142 2.413 3.404 0.074
O 4.269586 -0.154714 -1.710497 -1.547 -3.158 0.803
N 3.987199 1.721690 -2.953610 -0.881 0.262 -0.453
C 4.522905 2.974363 -3.470553 0.702 -0.206 1.331
C 2.725167 1.333957 -3.548798 -0.127 -0.929 -0.233
H 5.561668 1.350562 -1.650592 -0.566 0.097 -0.630
H 4.809973 2.825377 -4.490487 -0.064 0.091 -0.890
H 5.463580 3.153001 -2.919158 -0.596 0.427 -0.081
H 3.800579 3.821258 -3.383958 0.585 -0.689 0.088
H 2.442809 0.291834 -3.274815 0.358 0.743 -0.248
H 1.921478 1.985923 -3.236306 -0.267 0.269 0.209
H 2.812497 1.438471 -4.638142 -0.103 -0.247 0.116
C -3.149549 4.978290 -0.206018 1.652 1.073 1.173
O -3.816955 4.118218 -0.681096 -1.663 -1.653 -1.063
N -1.788626 4.909845 -0.144174 -0.552 2.231 1.647
C -1.034646 5.932819 0.604020 -0.492 -0.850 0.110
C -1.041131 3.797828 -0.549203 1.307 -1.214 -0.956
H -3.577472 5.887711 0.271258 0.282 -0.167 -0.308
H -1.587755 6.867068 0.651824 -0.124 -0.028 0.023
H -0.115078 6.099735 0.050112 0.240 0.158 0.148
H -0.821020 5.580079 1.636171 0.021 0.231 -0.567
H -1.629886 3.219372 -1.259425 0.190 0.061 -0.273
H -0.121743 4.234604 -1.012558 -0.454 -0.812 -0.017
H -0.712461 3.044184 0.210219 -0.388 0.841 0.054
C -0.391412 0.458095 1.563142 -1.810 0.453 0.511
O -1.514044 0.662982 1.087058 0.570 -0.304 -0.105
N 0.727372 0.286921 0.901806 1.057 -1.048 0.145
C 2.002204 0.173726 1.594858 -0.324 1.725 0.117
C 0.788464 0.235742 -0.522384 1.242 1.379 -1.387
H -0.254033 0.433176 2.645934 0.043 -0.019 0.352
H 2.468715 -0.771629 1.492581 0.198 -1.078 -0.151
H 1.886541 0.446217 2.653614 -0.010 -0.157 -0.329
H 2.640676 0.922787 1.118562 0.314 -0.002 0.260
H 0.783987 1.291024 -0.916635 -0.367 -0.947 0.014
H 1.758033 -0.170284 -0.855100 -0.163 0.055 0.434
H 0.055740 -0.371828 -1.019573 -0.803 0.014 0.128
```
Forces are in eV/Å.

- E_HOMO (eV) = -8.83
- spin multiplicity = 1
- charge = 0



Record-wise largest force on an atom values, in eV/A: 2.10 4.63
Record-wise E values, in eV: -73935.0392 -94220.9003